One molecule with the formula C15H25N7O2 in a non-equilibrium geometry. Source: OMol25; level of theory: ωB97M-V/def2-TZVPD.

```
49
Properties=species:S:1:pos:R:3:forces:R:3
O 2.0741 -3.0319 -2.1358 0.116 0.318 0.131
O -3.0470 1.7540 -3.8720 -0.149 0.062 -0.088
N 1.1246 0.5059 3.8755 0.174 0.038 -0.102
N -2.0115 0.5606 -0.8129 0.393 -0.123 0.632
N 0.0376 0.6299 -2.8355 0.600 -0.187 0.251
N -0.4626 -0.0947 0.7184 0.186 -0.486 0.033
N 1.4500 -0.3994 -1.3597 0.019 -0.160 0.340
N -1.7426 1.5783 -4.1553 1.011 -0.233 -0.080
N -3.3748 1.3831 -2.6211 -0.087 -0.273 0.964
C 1.2555 2.9171 4.3181 -0.289 -0.155 0.014
C -0.9093 -0.7355 2.9292 0.096 0.012 -0.127
C 2.3676 -0.6903 -2.4391 0.047 -0.365 -0.305
C 0.2526 0.1807 -1.6269 0.135 0.304 -0.989
C 0.5897 -0.3302 2.8304 -0.125 0.022 -0.128
C 2.0234 -2.0164 -3.1171 0.001 0.245 -0.025
C 0.8116 -1.0823 5.8188 0.165 0.235 -0.177
C -1.2109 1.0828 -3.0646 -1.678 0.152 0.479
C -2.2593 0.9634 -2.0750 0.548 0.475 -1.691
C 1.7405 -0.1940 4.9828 -0.056 -0.141 0.076
C 1.7678 -4.3041 -2.6449 -0.058 -0.099 -0.039
C -1.5611 -0.1800 1.6665 -0.330 -0.207 0.152
C 0.3574 1.6821 4.2487 0.302 0.196 -0.009
C 0.6999 0.3645 1.4552 0.412 0.096 0.251
C -0.7613 0.2582 -0.5584 -1.243 0.175 -0.051
H 1.6378 0.1348 0.9570 -0.042 0.090 0.072
H 2.4783 -4.6003 -3.4258 -0.019 -0.016 0.025
H -1.3709 -0.3319 3.8270 -0.019 -0.017 0.058
H 1.2043 -1.2343 2.8154 -0.044 0.040 -0.026
H 2.5511 -0.8083 4.5778 0.040 0.062 0.092
H -0.1417 1.5482 5.2186 -0.110 -0.029 -0.099
H 1.4448 -1.1066 -0.6385 -0.102 0.116 0.058
H -1.0029 -1.8203 2.9575 -0.041 -0.017 0.031
H 2.1922 0.5602 5.6302 0.101 -0.049 0.004
H 1.3692 -1.5173 6.6441 0.013 -0.096 0.115
H 3.3721 -0.7485 -2.0146 -0.026 0.040 -0.098
H 1.7517 3.0748 3.3643 0.046 0.017 -0.099
H 2.7406 -2.2247 -3.9239 -0.044 0.030 0.048
H -2.3398 -0.8216 1.2558 -0.027 0.117 0.067
H -0.4199 1.8572 3.5032 -0.076 -0.037 0.052
H 0.7545 -4.3309 -3.0639 0.028 -0.023 0.016
H 0.6628 3.7964 4.5577 -0.013 0.165 0.070
H 0.4005 -1.8885 5.2168 -0.069 -0.125 -0.036
H -0.0118 -0.5044 6.2318 -0.123 0.016 0.073
H -2.0001 0.8112 1.8333 -0.018 -0.021 -0.033
H 0.6526 1.4523 1.5931 0.031 -0.003 0.013
H 2.0192 2.7973 5.0815 0.107 0.015 0.085
H 2.3052 0.1196 -3.1651 0.151 -0.093 0.062
H 1.0162 -1.9579 -3.5545 0.090 -0.017 0.012
H 1.8351 -4.9987 -1.8101 -0.026 -0.068 -0.075
```
Positions in Å, forces in eV/Å.

Calculated values
Gap between HOMO and LUMO in eV: 8.292
Energy relative to the best compared isomer or geometry (same formula, charge and spin) in kJ/mol: 325.99
SMILES: CCN(CC)[C@H]1CCN(c2nc3nonc3nc2NCCOC)C1
Spin multiplicity: 1
Largest force on an atom in eV/Å: 1.84



An isolated ion of composition C2FO4S and charge -1 in a non-equilibrium geometry. Source: OMol25; level of theory: ωB97M-V/def2-TZVPD.

```
8
Properties=species:S:1:pos:R:3:forces:R:3
S -0.6274 -0.2266 -1.5361 -0.432 -0.130 -1.053
F 1.0512 1.6534 0.1043 -0.984 -0.344 -0.369
O 0.1869 0.0555 -2.7258 0.256 0.544 -0.020
O -0.6984 -1.6528 -1.1995 -0.249 -0.189 0.479
O 0.3654 -0.6379 2.6565 -1.023 -0.355 0.724
O -0.8281 0.5265 0.9894 -3.548 0.975 1.639
C 0.0132 -0.1088 1.6641 3.165 0.598 -2.370
C 0.5372 0.3906 0.0472 2.815 -1.099 0.970
```
Positions in Å, forces in eV/Å.

Calculated values
Gap between HOMO and LUMO (alpha / beta) in eV: 4.833 / 7.369
Total charge: -1
Spin multiplicity: 3
Largest force on an atom in eV/Å: 4.03



C31H32Br2EuGeN3O3S as an isolated structure in a non-equilibrium geometry. Source: OMol25; level of theory: ωB97M-V/def2-TZVPD.

```
74
Properties=species:S:1:pos:R:3:forces:R:3
Eu -0.6273 -0.0627 0.1358 1.767 -0.080 0.825
Br 7.2167 -0.6656 -3.5427 0.079 0.001 0.037
Br 0.6548 2.8632 0.1059 -0.608 0.006 -0.625
Ge -3.7334 -2.6340 -0.0119 -0.733 -1.102 -0.671
S -0.7983 0.9358 2.9973 -0.109 0.234 -0.507
O 2.8830 -1.9756 -0.4795 -0.108 -1.370 0.747
O 1.3322 -4.4657 -5.3924 0.060 -0.116 0.014
O 1.6800 -0.1080 -0.2531 -2.824 0.664 1.118
N 1.3979 -2.4010 -3.4994 0.108 -0.059 -0.134
N -0.2152 -1.6462 -1.7910 -0.003 -0.095 -0.098
N -0.0532 -1.4495 2.1866 -0.115 -0.092 0.314
C -3.1514 1.4334 -3.6119 0.292 -1.051 1.094
C 0.5121 -3.3248 -5.5614 0.015 0.188 0.088
C -0.3210 5.3110 -3.1003 0.653 0.156 0.779
C 5.4485 -0.0208 -3.1345 -0.471 -0.758 1.036
C -0.1398 -2.6337 4.6936 0.010 0.104 -0.112
C -0.4274 -0.7185 3.2632 0.071 -0.072 -0.151
C 0.2654 4.7387 -1.9617 0.128 1.059 -0.542
C 0.2946 -2.7260 2.3587 0.050 -0.137 -0.261
C 4.8974 0.9447 -3.9658 1.112 0.277 -1.083
C -2.5269 0.8260 -2.5094 -1.118 -2.012 0.002
C 2.2336 -3.5908 -3.3143 -0.108 -0.072 0.043
C 2.9314 0.9178 -2.5684 -0.187 1.151 -0.977
C 4.7705 -0.5393 -2.0506 1.715 -0.516 -0.899
C 3.4781 -0.0909 -1.7746 -1.885 -0.982 1.928
C -5.3382 -2.2710 -1.1858 0.324 0.310 0.255
C 1.5610 -4.7597 -4.0184 -0.030 0.141 0.039
C -4.5186 -3.9667 1.2827 0.266 0.453 0.076
C -2.7930 -1.1287 0.6875 -0.129 -0.128 -0.156
C 3.6278 1.4251 -3.6487 -1.336 0.160 0.715
C -1.7398 3.3618 -3.3314 -0.355 -0.109 -0.338
C -0.4879 -1.3123 4.5400 0.080 -0.167 0.016
C 0.2678 -3.3680 3.5778 0.027 -0.008 0.097
C -1.3159 4.6422 -3.7586 -0.225 -0.426 0.097
C -2.7626 2.6801 -4.0214 0.077 0.894 -0.494
C 0.5442 -2.0179 -2.5828 -0.026 0.206 0.307
C 2.6268 -0.7944 -0.7427 2.464 0.829 -2.402
C -1.1473 2.7330 -2.1877 2.070 0.732 1.696
C -1.5267 1.4242 -1.7491 -1.039 2.203 -2.339
C -0.1564 3.5103 -1.5324 -0.348 -0.802 0.244
C 1.1300 -2.0955 -4.9013 -0.131 -0.099 -0.157
C -2.6625 -3.7987 -1.2252 0.074 0.196 0.195
H -0.4813 -3.5073 -5.1254 0.009 -0.016 -0.040
H 2.0833 -1.8569 -5.3774 0.004 0.090 0.054
H 5.4415 1.3127 -4.8224 0.054 0.016 -0.072
H 2.1953 -5.6445 -4.0007 0.007 -0.029 0.045
H -0.7984 -0.7007 5.3752 -0.008 0.001 0.008
H 5.2085 -1.3016 -1.4219 0.073 -0.045 -0.008
H -3.9409 0.9119 -4.1434 0.086 -0.175 0.197
H -0.1668 -3.0994 5.6722 -0.035 0.011 0.017
H -5.2063 -3.4667 1.9687 -0.002 -0.009 0.016
H -3.2894 -4.5667 -1.6828 -0.105 0.009 0.064
H -5.0151 -1.9186 -2.1677 0.014 0.035 0.017
H -1.8042 5.0890 -4.6177 -0.008 -0.105 -0.009
H 3.2012 -3.3934 -3.7795 0.019 0.131 0.103
H 0.4661 -1.2341 -4.9700 0.058 0.009 0.020
H -5.0700 -4.7462 0.7543 0.034 0.027 -0.121
H 0.6186 -3.2467 1.4629 0.019 0.048 -0.002
H -5.9166 -3.1860 -1.3242 0.072 -0.087 0.053
H -5.9934 -1.5113 -0.7551 0.007 0.004 -0.003
H -1.8580 -4.2939 -0.6764 0.028 0.010 -0.008
H 3.1832 2.1955 -4.2683 -0.069 0.040 0.010
H 0.6049 -4.9851 -3.5238 0.020 -0.036 -0.023
H -3.3016 -0.8275 1.6138 0.088 0.133 -0.004
H 0.4149 -3.1762 -6.6368 -0.061 0.023 0.001
H -2.8684 -0.1723 -2.2397 -0.039 -0.001 -0.070
H -3.7343 -4.4378 1.8785 0.005 0.004 0.009
H 0.0013 6.2886 -3.4367 0.057 0.013 0.015
H 0.5666 -4.4033 3.6631 0.008 -0.002 -0.052
H 1.0349 5.2604 -1.4096 0.015 0.032 -0.062
H 1.9330 1.2736 -2.3361 0.030 0.101 -0.050
H -3.2252 3.1620 -4.8763 0.028 -0.029 0.015
H 2.3806 -3.7591 -2.2495 0.055 0.084 0.066
H -2.2040 -3.2044 -2.0152 -0.016 0.002 -0.002
```
Positions in Å, forces in eV/Å.

Calculated values
Gap between HOMO and LUMO (alpha / beta) in eV: 2.252 / 5.195
Energy relative to the best compared isomer or geometry (same formula, charge and spin) in kJ/mol: 749.89
Total charge: -2
Spin multiplicity: 7
Largest force on an atom in eV/Å: 3.54



C31H41N2O4OsP2 as an isolated structure in a non-equilibrium geometry. Source: OMol25; level of theory: ωB97M-V/def2-TZVPD.

```
81
Properties=species:S:1:pos:R:3:forces:R:3
Os -0.3436 0.3856 -0.0695 -0.315 0.074 0.075
P 1.7532 1.1763 0.6337 0.792 -0.422 -0.077
P -0.0569 -0.8385 -2.0537 0.575 -0.630 0.381
O -0.8468 1.7642 4.1590 0.160 0.171 -0.124
O -0.3958 1.5937 2.0162 -0.280 -0.046 0.361
O -4.5612 -1.2841 -0.9860 -0.206 0.020 0.324
O -2.5082 -0.3695 -1.1521 -0.647 -0.588 0.820
N -2.4774 0.2805 1.3742 -0.070 -0.281 0.004
N 0.4019 -1.3542 0.8065 -0.783 1.654 -0.522
C 2.5824 0.3570 3.2082 -0.050 0.012 -0.200
C -3.5352 0.5789 3.5022 0.056 0.020 -0.287
C -2.4550 0.7229 2.6382 -0.440 -0.372 -0.235
C 2.4065 -2.0118 -2.8179 0.003 0.096 0.210
C 2.0780 3.5765 2.2489 0.140 -0.043 0.071
C -1.1698 1.3943 2.9485 0.067 -0.019 -0.223
C -4.7262 -0.4855 1.7195 0.337 0.105 -0.195
C 1.9350 -1.7322 4.1775 -0.051 -0.001 0.057
C 2.6854 -0.5670 4.2398 -0.068 -0.071 -0.047
C 4.5525 1.0438 0.4917 -0.055 -0.117 0.080
C 1.1258 -2.0047 3.0934 -0.138 -0.279 -0.138
C -3.5133 -0.6701 -0.4982 0.857 0.090 -1.242
C -0.7541 -3.5331 -1.9165 0.037 0.310 0.016
C -0.2919 -2.4288 -1.2129 -0.327 0.090 0.122
C -0.1226 -3.7890 0.7692 0.192 0.218 0.233
C 3.2767 1.3988 -1.6722 -0.100 -0.057 0.032
C 1.0720 -1.1416 1.9825 0.812 0.222 0.826
C 1.8136 0.0808 2.0928 -0.013 0.231 -0.166
C -2.8633 0.9110 -3.7628 0.141 -0.100 -0.560
C -4.6885 -0.0429 3.0303 0.220 0.041 -0.002
C 0.5968 3.6342 0.2087 -0.005 -0.046 -0.094
C -2.4731 1.8308 -2.7003 0.780 0.011 0.396
C 1.8562 3.0356 0.8443 -0.295 -0.398 -0.095
C 0.0045 -2.5155 0.1872 -0.271 -1.127 -0.943
C 0.6507 -1.7962 -4.6055 -0.316 0.115 0.060
C -0.5863 -4.8752 0.0475 -0.003 -0.011 -0.200
C 3.2940 0.7200 -0.3046 -0.520 -0.088 -0.065
C -0.9056 -4.7650 -1.2979 0.044 -0.031 0.304
C -3.4386 2.7057 -2.0511 -0.352 0.300 0.040
C 1.2636 -1.1637 -3.3555 0.095 0.500 0.124
C -3.5947 -0.2969 0.9221 0.024 0.199 0.850
H 2.2790 1.3566 -2.1149 0.043 0.068 -0.170
H 3.0876 3.3918 2.6075 0.066 -0.039 0.051
H 2.8730 -1.5613 -1.9465 0.106 -0.043 0.043
H 0.8023 4.6408 -0.1446 0.028 0.089 -0.070
H -3.9162 0.6351 -3.7300 -0.057 -0.071 0.056
H 3.2328 -0.3685 -0.4264 -0.068 0.131 0.055
H 2.0666 -3.0096 -2.5519 -0.001 -0.091 -0.010
H -0.6955 -5.8242 0.5463 0.043 -0.127 0.082
H 1.3604 -1.7144 -5.4253 0.109 0.036 -0.013
H -5.6029 -0.9571 1.3072 -0.113 -0.060 -0.046
H 1.6263 -0.1664 -3.6263 -0.059 -0.034 0.082
H -1.0189 -3.4234 -2.9575 0.049 -0.031 -0.102
H -4.2583 2.1428 -1.5963 -0.092 -0.078 0.171
H -0.2631 -1.2922 -4.9106 -0.093 0.009 -0.132
H -1.2513 -5.6240 -1.8527 -0.065 -0.034 -0.037
H 1.9685 -2.4334 4.9971 -0.027 -0.075 0.065
H -2.2304 0.0201 -3.7823 -0.087 -0.095 -0.048
H 3.1618 -2.1054 -3.5964 0.051 -0.015 -0.057
H 3.5813 2.4410 -1.6068 -0.031 0.087 0.002
H -3.5121 0.9590 4.5135 0.010 0.005 0.073
H 4.6245 2.0993 0.7420 0.000 0.147 0.036
H -5.5418 -0.1727 3.6765 -0.102 0.008 0.073
H -2.9890 3.3691 -1.3204 -0.042 0.097 0.101
H -0.2026 3.6949 0.9427 -0.080 -0.007 -0.065
H -4.5075 -1.5199 -1.9288 0.269 0.179 0.099
H 0.5043 -2.8811 3.1422 0.027 -0.024 0.001
H 3.3338 -0.3791 5.0810 0.019 0.062 0.108
H 5.4236 0.7981 -0.1146 0.022 -0.011 -0.044
H -1.5165 1.6334 4.8516 0.031 -0.071 -0.252
H 3.1186 1.2908 3.2745 0.093 0.020 -0.026
H 0.4461 -2.8525 -4.4636 -0.032 -0.119 0.034
H -1.4130 1.9865 -2.5349 0.096 0.202 -0.112
H 0.1503 -3.9630 1.7926 -0.029 -0.021 0.049
H 1.9496 4.6571 2.2201 -0.005 0.081 -0.013
H 4.6110 0.4524 1.4019 0.076 0.012 0.075
H 1.3629 3.1752 2.9608 -0.051 -0.019 0.061
H -2.7014 1.4152 -4.7275 -0.069 -0.099 -0.051
H 3.9790 0.9072 -2.3407 0.053 -0.053 -0.079
H 0.2562 3.0390 -0.6539 -0.044 0.240 -0.003
H -3.9380 3.3141 -2.8162 -0.013 0.139 0.033
H 2.7187 3.3035 0.2262 -0.057 -0.147 0.008
```
Positions in Å, forces in eV/Å.

Calculated values
Gap between HOMO and LUMO (alpha / beta) in eV: 5.026 / 6.194
Energy relative to the best compared isomer or geometry (same formula, charge and spin) in kJ/mol: 436.58
Total charge: +3
Spin multiplicity: 5
Largest force on an atom in eV/Å: 1.90



C23H20BrN3O6PdS as an isolated structure in a non-equilibrium geometry. Source: OMol25; level of theory: ωB97M-V/def2-TZVPD.

```
55
Properties=species:S:1:pos:R:3:forces:R:3
Pd -0.5606 -0.1771 1.1773 -1.316 0.081 -1.404
Br 6.5957 0.1051 -0.6862 -0.086 -0.017 0.022
S -1.4233 2.1202 1.1590 0.490 1.480 0.180
O 0.9222 -1.6835 0.2199 0.144 -0.405 -0.195
O 1.9145 0.2155 1.7095 0.040 -0.081 -0.105
O -0.9838 1.6445 -0.1570 -0.285 -0.054 -0.003
O -1.4888 -1.8016 2.4671 -0.111 0.010 0.050
O -0.1852 -0.6932 3.9897 -0.209 -0.146 -0.108
O -0.3683 2.5086 2.0695 -0.360 0.383 -0.024
N -2.3961 0.9543 1.7819 1.802 -1.621 -0.680
N 3.1338 -3.7943 -2.6678 0.159 0.110 -0.024
N 1.2047 -3.4595 -1.6392 -0.053 0.331 0.396
C -3.5944 3.2906 0.0568 0.029 -0.020 -0.099
C 2.2725 -4.7565 -3.1575 -0.311 -0.037 0.108
C 2.4368 1.1377 2.6594 -0.155 0.066 0.100
C -0.0478 -5.3436 -2.7410 0.039 0.045 0.005
C 4.8115 -0.4840 -0.4130 0.187 -0.008 -0.093
C -1.0636 -0.8702 3.1669 0.084 -0.154 1.257
C 2.7431 -0.2853 0.7736 0.068 -0.123 -0.073
C 2.9987 -1.9383 -0.9864 -0.072 0.208 0.223
C -4.5229 4.3035 -0.0917 0.014 0.009 0.015
C 4.3180 -1.5066 -1.1804 -0.106 -0.028 0.008
C 1.3269 -6.5835 -4.3122 0.078 0.013 -0.021
C 4.0435 0.1337 0.5673 -0.016 0.063 0.026
C -2.1498 0.5699 3.0978 -0.373 0.369 0.584
C -5.3834 6.6132 0.4183 0.090 -0.048 -0.083
C 1.0554 -4.5314 -2.4944 0.286 -0.054 -0.123
C -2.5010 3.4905 0.8906 -0.075 -0.360 0.127
C 0.1087 -6.3667 -3.6545 -0.095 -0.025 0.011
C -4.3757 5.5110 0.5909 0.038 0.025 0.044
C 2.4295 -5.7842 -4.0776 0.109 0.019 -0.048
C 2.1990 -1.3194 -0.0150 0.362 -0.110 -0.220
C -3.2675 5.6874 1.4157 -0.032 0.001 -0.033
C 2.4462 -3.0433 -1.7601 -0.305 -0.272 -0.109
C -2.3296 4.6805 1.5761 0.167 -0.018 0.055
H -1.6001 1.2841 3.7032 0.011 -0.021 0.029
H 4.4676 0.9353 1.1531 -0.024 -0.020 0.013
H -5.1591 7.1781 -0.4894 -0.045 0.032 0.018
H 1.6366 1.2890 3.3763 0.017 -0.024 0.021
H 0.7095 -2.4726 -0.3937 -0.050 0.420 0.223
H 4.9434 -1.9684 -1.9315 0.032 0.036 0.023
H -0.9812 -5.1644 -2.2247 -0.015 -0.044 -0.022
H -6.3910 6.2118 0.3176 -0.012 0.020 0.016
H -3.0366 0.1655 3.5789 -0.018 0.000 -0.085
H -1.4682 4.8059 2.2196 -0.047 -0.006 0.021
H 1.4075 -7.3984 -5.0192 -0.006 0.005 -0.001
H 4.0945 -3.6702 -2.9296 0.016 -0.012 0.002
H -3.1425 6.6227 1.9473 -0.001 -0.004 0.002
H -3.6982 2.3465 -0.4628 -0.076 0.030 0.001
H 3.3705 -5.9514 -4.5860 -0.024 -0.031 -0.006
H -5.3590 7.3042 1.2590 -0.028 0.010 0.000
H -5.3802 4.1586 -0.7378 0.006 -0.018 0.004
H 3.3115 0.7127 3.1545 0.005 0.008 -0.006
H -0.7237 -7.0228 -3.8725 -0.009 0.019 0.017
H 2.6800 2.0899 2.1845 0.042 -0.032 -0.037
```
Positions in Å, forces in eV/Å.

Calculated values
Gap between HOMO and LUMO (alpha / beta) in eV: 6.669 / 6.681
Energy relative to the best compared isomer or geometry (same formula, charge and spin) in kJ/mol: 214.59
Spin multiplicity: 1
Largest force on an atom in eV/Å: 2.52